1.
The following is a DFT calculation (ωB97M-V with the def2-TZVPD basis set) of a cluster of 2 separate species, C20H21N3O4 in total.

As for the orbital gap: 8.0 eV. The energy above the lowest of the compared OMol25 structures with the same formula, charge and spin comes out at 273.8 kcal per mole. As for the HOMO energy: -8.062 eV. Its total charge is 0.

Geometry (Å):
C (2.23824, -0.96528, -0.96756)
C (1.83392, -2.21350, -0.00713)
C (1.04294, -0.73435, -1.93999)
C (1.28116, 0.32509, -2.88931)
C (2.28433, 0.33718, -3.82272)
C (0.22156, 1.36748, -2.83464)
C (2.38106, 1.35089, -4.78312)
C (0.45935, 2.36963, -3.77277)
C (1.31430, 2.27711, -4.72072)
C (0.18681, -2.19545, 2.04373)
C (-0.93738, -2.59379, 1.36909)
C (-0.06867, -1.30984, 3.19042)
C (-0.59353, 0.00949, 2.88168)
C (0.10132, 1.15705, 2.83969)
C (-1.86420, 0.31049, 2.74812)
C (-2.01506, 1.79300, 2.74821)
C (-2.91953, -0.68251, 2.47564)
C (-3.25460, 2.23037, 2.72593)
C (-4.07029, -0.03821, 2.21600)
C (-4.29886, 1.35697, 2.48073)
H (4.15903, -1.30391, -1.15222)
H (3.38447, -2.18779, -2.17038)
H (2.23987, -0.07044, -0.30835)
H (0.09613, -0.56523, -1.28518)
H (0.57250, -1.68122, -2.53292)
H (2.94980, -0.58088, -3.95551)
H (-0.48694, 1.12344, -2.08587)
H (3.27405, 1.46992, -5.53624)
H (-0.23306, 3.32212, -3.80478)
H (2.90557, 3.54563, -5.48804)
H (0.75876, -0.56983, 1.06877)
H (0.40291, -3.19286, 2.62385)
H (-0.63460, -1.80377, 4.18140)
H (0.89022, -1.01954, 3.82760)
H (1.32767, 1.07585, 2.92926)
H (-0.72556, 3.36374, 2.72575)
H (-2.74203, -1.67899, 2.48929)
H (-3.68919, 3.30476, 2.83594)
H (-4.96001, -0.63557, 2.20564)
H (-5.23664, 1.72669, 2.16510)
H (-2.31777, -1.89178, 0.19577)
N (3.38682, -1.23675, -1.65759)
N (1.17188, -1.53471, 1.17479)
N (-0.71064, 2.27828, 2.98392)
O (2.23376, -3.35666, -0.02189)
O (1.56495, 3.44190, -5.38697)
O (-1.48885, -3.81632, 1.67992)
O (-1.41595, -1.67791, 0.31763)

2.
The following is a DFT calculation (ωB97M-V with the def2-TZVPD basis set) of a structure of composition C6H20Cl3InN3OS.

As for the orbital gap: 3.3 eV. As for the HOMO energy: -8.640 eV. Its total charge is +1.

Geometry (Å):
S (-5.98720, 0.09463, -0.54239)
C (-4.96883, -0.19489, -1.78307)
N (-4.14505, -0.08717, -2.62008)
In (-2.22028, -0.48425, -1.71921)
H (-1.79612, -2.19987, -2.03262)
H (-2.17577, -0.21731, 0.04968)
H (-1.01967, 0.61214, -2.49856)
C (3.73009, 0.05168, 1.57195)
C (2.51674, -0.76082, 1.13864)
C (2.07198, -0.52867, -0.30769)
O (1.43664, 0.69800, -0.40026)
C (2.21658, 1.82828, -0.81653)
N (1.32823, -0.35511, 1.97230)
H (3.49914, 1.11023, 1.68586)
H (4.10684, -0.30244, 2.53313)
H (4.53767, -0.04466, 0.84776)
H (2.70072, -1.82148, 1.32552)
H (1.31190, -1.28192, -0.56105)
H (2.87911, -0.63128, -1.03924)
H (3.07673, 1.53241, -1.42048)
H (2.55216, 2.39619, 0.05296)
H (1.56821, 2.46919, -1.40880)
H (1.54195, -0.26422, 2.96598)
H (0.53965, -1.00301, 1.86404)
H (0.98985, 0.55169, 1.61160)
N (3.91151, -2.80534, -1.96642)
H (3.23035, -2.52512, -2.68148)
H (4.44702, -3.61000, -2.30752)
H (4.54793, -2.02866, -1.77807)
H (3.41772, -3.06376, -1.11092)
C (-8.03719, 2.59704, 1.96358)
Cl (-6.52946, 3.50451, 2.13241)
Cl (-8.88178, 3.06342, 0.48786)
Cl (-7.72660, 0.86184, 1.98501)
H (-8.67076, 2.83872, 2.80610)

3.
The following is a DFT calculation (ωB97M-V with the def2-TZVPD basis set) of a structure of composition C14H23BrF6N2O7PdS2Sb.

As for the orbital gap (spin up / spin down): 8.1 / 4.3 eV. The energy above the lowest of the compared OMol25 structures with the same formula, charge and spin comes out at 55.1 kcal per mole. The spin multiplicity is 5. As for the HOMO energy (spin up / spin down): -18.231 / -18.628 eV. Its total charge is +3.

Geometry (Å):
Pd (0.67651, 0.40426, -0.54964)
O (3.03100, 0.58067, 5.26746)
C (2.31453, 0.59266, 4.20483)
C (1.01781, -0.00354, 4.08235)
C (0.36146, 0.07372, 2.87561)
N (0.88394, 0.70071, 1.80527)
C (2.12416, 1.22978, 1.91591)
Br (2.77141, 1.95593, 0.28848)
C (2.86994, 1.23665, 3.05568)
H (2.64703, 0.13381, 6.05330)
H (0.55048, -0.50292, 4.92387)
H (-0.62196, -0.35793, 2.74701)
H (3.85653, 1.68188, 3.11086)
C (-0.43148, -0.47555, -3.85302)
O (0.06213, 0.49834, -2.92031)
C (-0.21836, 1.82128, -3.36638)
C (0.27917, 2.79397, -2.33369)
O (-0.26983, 2.40006, -1.06001)
C (-0.41343, 3.50720, -0.15391)
H (-0.18995, -0.17158, -4.87257)
H (-1.51909, -0.57059, -3.77299)
H (0.03283, -1.42339, -3.63541)
H (-1.29738, 1.93013, -3.51794)
H (0.28007, 2.01399, -4.32072)
H (-0.05327, 3.80216, -2.58297)
H (1.37268, 2.78406, -2.28002)
H (0.51729, 4.06961, -0.06916)
H (-0.69905, 3.10331, 0.81578)
H (-1.20002, 4.17061, -0.51385)
F (-0.70530, -4.06001, 0.38647)
C (0.60974, -3.87098, 0.29865)
F (1.09659, -3.70454, 1.52378)
F (1.16333, -4.84846, -0.33568)
S (0.80233, -2.20558, -0.56781)
O (-0.46347, -1.50085, -0.21366)
O (1.02225, -2.32476, -1.96520)
N (1.90249, -1.26209, 0.13683)
S (3.46377, -1.77450, -0.15649)
O (4.29187, -1.12012, 0.78734)
O (3.33511, -3.18498, -0.29032)
C (3.98302, -1.07349, -1.85354)
F (5.10213, -0.40402, -1.72223)
F (3.04545, -0.17726, -2.26825)
F (4.07721, -2.01156, -2.74731)
C (-4.77238, -0.05345, -1.13159)
Sb (-3.07642, -0.28754, 0.19244)
C (-3.44994, -2.17894, 1.13690)
C (-3.52931, 1.21571, 1.69790)
H (-5.62977, -0.22355, -0.47699)
H (-4.75410, -0.79149, -1.92851)
H (-4.79293, 0.95720, -1.52982)
H (-4.16535, -1.99103, 1.93734)
H (-2.52931, -2.59767, 1.53200)
H (-3.87687, -2.85300, 0.39745)
H (-4.25577, 0.75605, 2.36846)
H (-3.97650, 2.06552, 1.18730)
H (-2.65305, 1.52607, 2.26072)

4.
The following is a DFT calculation (ωB97M-V with the def2-TZVPD basis set) of an isolated molecule of C4H9N3O2.

As for the orbital gap: 9.5 eV. The energy above the lowest of the compared OMol25 structures with the same formula, charge and spin comes out at 183.9 kcal per mole. As for the HOMO energy: -8.469 eV. The SMILES is C1CN(n2[nH]o2)CCO1. Its total charge is 0.

Geometry (Å):
C (1.03731, -1.28603, -0.27921)
C (0.08682, -1.06798, 0.89785)
N (-0.65865, 0.09355, 0.70986)
N (-1.79496, -0.13377, -0.60365)
N (-2.83216, 0.75064, -0.50078)
O (-2.93205, -0.61438, 0.05826)
C (0.10096, 1.25902, 0.35277)
C (1.05811, 0.84375, -0.78832)
O (1.93230, -0.20755, -0.44965)
H (1.61359, -2.19889, -0.02938)
H (0.59546, -1.39456, -1.33158)
H (-0.63060, -1.86446, 1.13747)
H (0.67384, -0.89405, 1.77488)
H (-3.37277, 0.80780, -1.38314)
H (0.69420, 1.54043, 1.17695)
H (-0.58895, 2.10953, 0.27882)
H (0.54270, 0.63648, -1.70214)
H (1.76123, 1.63442, -1.04371)

5.
The following is a DFT calculation (ωB97M-V with the def2-TZVPD basis set) of an isolated molecule of C5H11NO.

As for the orbital gap: 10.6 eV. The energy above the lowest of the compared OMol25 structures with the same formula, charge and spin comes out at 4.6 kcal per mole. As for the HOMO energy: -9.725 eV. The SMILES is CC[C@@H](C)NC=O. Its total charge is 0.

Geometry (Å):
C (-1.19810, 1.59902, 0.38584)
C (0.25052, 1.22463, 0.07780)
C (0.43066, -0.22012, -0.41403)
C (1.84452, -0.47847, -0.93761)
N (0.09950, -1.19772, 0.62234)
C (-1.10320, -1.81549, 0.72774)
O (-2.06893, -1.60520, 0.02094)
H (-1.82819, 1.49811, -0.50453)
H (-1.62533, 0.95349, 1.15953)
H (-1.26559, 2.63511, 0.73608)
H (0.64547, 1.90140, -0.69286)
H (0.87328, 1.37617, 0.97094)
H (-0.28356, -0.39530, -1.22710)
H (2.08423, 0.22672, -1.74040)
H (2.60096, -0.35129, -0.15194)
H (1.93853, -1.49405, -1.33599)
H (0.81300, -1.48765, 1.27497)
H (-1.11399, -2.55565, 1.55275)

Number 1: strongest force on any atom 10.58 eV/A, E_tot -1239.60957 Eh. Number 2: strongest force on any atom 2.14 eV/A, E_tot -2448.53545 Eh. Number 3: strongest force on any atom 1.55 eV/A, E_tot -5519.87461 Eh. Number 4: strongest force on any atom 5.15 eV/A, E_tot -472.30060 Eh. Number 5: strongest force on any atom 0.32 eV/A, E_tot -327.12400 Eh.